(1)
Computed, not measured: an isolated molecule of C19H17ClFN3O6S, with ωB97M-V with the def2-TZVPD basis set.

## Properties
highest occupied orbital energy: -8.44 eV
energy: -2307.98802 Eh
HOMO-LUMO gap: 8.1 eV
energy above the lowest of the compared OMol25 structures with the same formula, charge and spin: 0.0 kJ/mol
SMILES: CS(=O)(=O)c1ccc(-n2cnc(Cl)c2-c2ccc(OCCCO[N+](=O)[O-])c(F)c2)cc1

Geometry as XYZ:
```
48
Properties=species:S:1:pos:R:3:mulliken_charge:R:1
C 3.0472 3.8905 4.8360 -0.979
S 3.1159 2.1753 4.3625 1.322
O 3.4235 1.3529 5.5251 -0.651
O 4.1567 2.0189 3.3081 -0.675
C 1.4144 1.8047 3.7044 -0.143
C 1.1572 1.6209 2.3440 -0.630
C -0.1265 1.2597 1.8880 -0.119
C -1.2143 1.0680 2.7897 0.294
N -2.5327 0.7922 2.4046 0.142
C -3.6701 1.2669 3.0586 -0.146
N -4.8069 0.9303 2.4533 -0.660
C -4.3985 0.1922 1.3363 0.466
Cl -5.5653 -0.4328 0.2219 -0.190
C -3.0225 0.0767 1.3233 -0.243
C -2.2750 -0.6029 0.2969 0.298
C -2.5975 -0.3770 -1.0577 -1.040
C -1.8094 -0.9656 -2.0612 -0.577
C -0.6695 -1.7587 -1.7500 0.476
O 0.1740 -2.3292 -2.6878 -0.342
C -0.1596 -2.2682 -4.0898 -0.626
C 0.9254 -2.9445 -4.8706 -0.887
C 2.1646 -2.0649 -4.9772 -0.527
O 1.8900 -0.8638 -5.6963 -0.254
N 2.3411 -1.0018 -7.0510 0.870
O 3.2521 -0.2625 -7.3975 -0.496
O 1.7548 -1.8051 -7.7595 -0.460
C -0.3481 -1.9597 -0.3762 0.638
F 0.6862 -2.7105 0.0168 -0.332
C -1.1741 -1.4235 0.5979 -0.454
C -0.9240 1.2447 4.1547 -0.774
C 0.3773 1.5516 4.5795 -0.442
H 2.1296 4.0833 5.4048 0.361
H 3.9353 4.0758 5.4441 0.376
H 3.0770 4.5104 3.9330 0.335
H 1.9302 1.6847 1.5849 0.433
H -0.2477 1.1392 0.8178 0.507
H -3.6753 1.9176 3.9181 0.444
H -3.3928 0.3189 -1.2532 0.533
H -2.0711 -0.7287 -3.1040 0.283
H -0.2974 -1.2351 -4.3950 0.421
H -1.1139 -2.7575 -4.2306 0.492
H 1.1092 -3.9023 -4.3832 0.321
H 0.5573 -3.1777 -5.8505 0.477
H 2.9748 -2.6284 -5.4788 0.338
H 2.4624 -1.8328 -3.9860 0.453
H -0.8550 -1.6346 1.6094 0.505
H -1.6780 1.0479 4.8968 0.471
H 0.5691 1.6442 5.6458 0.392
```

***

(2)
Computed, not measured: a cluster of 2 separate species, C4H8NO3 in total, with ωB97M-V with the def2-TZVPD basis set.

## Properties
highest occupied orbital energy: -3.64 eV
energy: -437.75888 Eh
HOMO-LUMO gap: 6.7 eV
energy above the lowest of the compared OMol25 structures with the same formula, charge and spin: 122.4 kJ/mol
charge: -1

Geometry as XYZ:
```
16
Properties=species:S:1:pos:R:3:mulliken_charge:R:1
C 1.6794 -0.9063 -0.8580 -1.008
C 1.4493 -0.1900 -2.1389 0.635
O 0.3889 0.2792 -2.4811 -0.578
N 2.6021 0.0238 -2.8770 -0.393
H 2.3117 -0.2908 -0.2201 0.295
H 2.2552 -1.8434 -0.8954 0.295
H 2.5326 0.3600 -3.8316 0.232
H 3.4697 -0.4005 -2.5977 0.181
H 0.8240 -1.1432 -0.2448 0.332
C -2.6557 1.0998 2.7421 -0.756
C -2.3045 -0.0763 1.7462 0.544
O -2.8202 0.0158 0.6160 -0.712
O -1.5403 -0.9532 2.2075 -0.729
H -2.1983 1.9971 2.3366 0.194
H -2.2476 0.8586 3.7282 0.245
H -3.7462 1.1693 2.7680 0.221
```

***

(3)
Computed, not measured: a structure of composition C25H29CaNO7P2Se2, with ωB97M-V with the def2-TZVPD basis set.

## Properties
highest occupied orbital energy: -7.54 eV
energy: -7714.95766 Eh
HOMO-LUMO gap: 7.0 eV
energy above the lowest of the compared OMol25 structures with the same formula, charge and spin: 59.5 kJ/mol

Geometry as XYZ:
```
67
Properties=species:S:1:pos:R:3:mulliken_charge:R:1
Ca -0.2393 0.5343 0.3206 0.934
O 2.1024 3.0022 -2.3043 -0.549
C 1.2186 2.5372 -1.4532 0.210
O 0.7489 1.4171 -1.5301 -0.185
C 0.7716 3.4433 -0.3119 -0.403
C 0.8830 4.8069 -0.2024 -0.518
C 0.2639 5.4047 0.9026 -0.737
C -0.4362 4.6470 1.8297 -0.725
C -0.4642 3.2686 1.6624 -0.055
N 0.1418 2.7229 0.6160 1.739
C -1.2277 2.2616 2.5612 0.248
O -1.9372 2.7060 3.4376 -0.713
O -1.0136 1.0263 2.2224 -0.986
H 2.3827 2.2206 -2.8403 0.370
H 1.4069 5.3880 -0.9496 0.608
H 0.3214 6.4791 1.0225 0.468
H -0.9566 5.0889 2.6682 0.625
Se 1.3267 -1.7195 0.0371 -0.598
P 3.1165 -0.7560 -0.7769 0.743
Se 3.2561 -0.3180 -2.8723 -0.474
C 4.5752 -1.7261 -0.2322 0.569
C 5.6831 -1.8677 -1.0600 -0.344
C 6.8208 -2.5273 -0.6022 -0.586
C 6.8580 -3.0429 0.6845 -0.399
C 5.7499 -2.9062 1.5157 -0.714
C 4.6142 -2.2532 1.0593 -0.422
C 3.2713 0.8060 0.1914 0.552
C 2.5802 0.9888 1.3883 -0.422
C 2.7306 2.1551 2.1334 -1.015
C 3.5912 3.1479 1.6940 -0.498
C 4.3075 2.9650 0.5133 -0.697
C 4.1513 1.8040 -0.2331 -0.647
H 5.6448 -1.4650 -2.0643 0.259
H 7.6774 -2.6374 -1.2561 0.384
H 7.7452 -3.5514 1.0422 0.366
H 5.7704 -3.3114 2.5202 0.384
H 3.7472 -2.1614 1.7021 0.301
H 1.9372 0.2001 1.7571 0.929
H 2.1792 2.2751 3.0584 0.495
H 3.7158 4.0542 2.2743 0.452
H 4.9909 3.7333 0.1721 0.425
H 4.6993 1.6655 -1.1578 0.425
C -4.5908 0.3669 1.7665 -0.668
C -4.1941 -1.0173 1.3193 -0.346
O -3.9584 -1.0559 -0.1208 -0.320
P -2.4637 -0.7917 -0.6231 0.369
O -2.6006 -1.1816 -2.1675 -0.446
C -2.0915 -2.4742 -2.6098 -0.161
C -3.0014 -3.6052 -2.2005 -1.034
O -2.3769 0.8550 -0.7771 -0.041
C -3.2664 1.5919 -1.6573 -0.345
C -3.2018 3.0393 -1.2470 -0.960
H -4.9022 0.3410 2.8122 0.409
H -5.4246 0.7362 1.1655 0.273
H -3.7564 1.0648 1.6948 -0.097
H -4.9820 -1.7432 1.4978 0.310
H -3.2960 -1.3514 1.8434 0.323
H -1.0800 -2.6046 -2.2222 0.165
H -2.0277 -2.3857 -3.6899 0.323
H -3.1191 -3.6569 -1.1168 0.280
H -2.5715 -4.5508 -2.5365 0.405
H -3.9924 -3.4929 -2.6418 0.274
H -4.2707 1.1841 -1.5526 0.363
H -2.9341 1.4347 -2.6810 0.318
H -3.5829 3.1764 -0.2336 0.293
H -3.8013 3.6466 -1.9288 0.437
H -2.1732 3.4043 -1.2834 0.079
```

***

(4)
Computed, not measured: a structure of composition C5H8N2, with ωB97M-V with the def2-TZVPD basis set.

## Properties
highest occupied orbital energy: -8.72 eV
energy: -304.70942 Eh
HOMO-LUMO gap: 9.6 eV
energy above the lowest of the compared OMol25 structures with the same formula, charge and spin: 331.0 kJ/mol

Geometry as XYZ:
```
15
Properties=species:S:1:pos:R:3:mulliken_charge:R:1
C 0.8820 -0.5354 0.0844 -0.041
C -0.3112 -0.3336 -0.9743 -0.251
C -0.4292 -0.3616 0.9897 -0.001
C -0.7704 1.1168 0.6509 -0.603
C -0.8054 1.0819 -0.6743 -0.498
H 2.4623 0.3205 0.8636 0.268
H 2.6419 -0.0222 -0.7310 0.269
H 1.1185 -1.6427 0.2408 0.224
H -0.2756 -0.7644 -1.9843 0.430
H -0.9348 -2.0065 -0.0559 0.271
H -0.4254 -0.6119 2.1018 0.396
H -0.7251 1.9045 1.3992 0.361
H -0.9846 1.8412 -1.4316 0.362
N 1.9732 0.3676 -0.0697 -0.587
N -1.1550 -1.0571 -0.0534 -0.601
```

***

(5)
Computed, not measured: a cluster of 2 separate species, C3H8O2 in total, with ωB97M-V with the def2-TZVPD basis set.

## Properties
highest occupied orbital energy: -8.93 eV
energy: -269.54045 Eh
HOMO-LUMO gap: 9.6 eV
energy above the lowest of the compared OMol25 structures with the same formula, charge and spin: 142.9 kJ/mol
SMILES: C=C(C)O.O

Geometry as XYZ:
```
13
Properties=species:S:1:pos:R:3:mulliken_charge:R:1
C -0.1125 -0.8456 1.0744 -0.931
C -0.6325 0.2373 0.4445 0.762
C -2.0815 0.5555 0.5232 -1.034
O 0.1229 1.0576 -0.3432 -0.549
H -0.7249 -1.3522 1.8038 0.259
H 0.7891 -1.3244 0.7407 0.262
H -2.7221 -0.0851 1.1189 0.322
H -2.5411 0.4851 -0.4574 0.296
H -2.0391 1.5904 0.8945 0.255
H 1.0203 1.2005 -0.0371 0.362
O 3.3619 -0.4656 -1.8669 -0.651
H 2.6434 -0.2872 -1.2276 0.326
H 2.9159 -0.7664 -2.6678 0.322
```

***

(6)
Computed, not measured: a cluster of 10 separate species, C36H70O17S5 in total, with ωB97M-V with the def2-TZVPD basis set.

## Properties
highest occupied orbital energy: -9.60 eV
energy: -4683.44642 Eh
HOMO-LUMO gap: 9.4 eV
energy above the lowest of the compared OMol25 structures with the same formula, charge and spin: 168.6 kJ/mol
SMILES: C[C@H]1COC(=O)O1.O=S1(=O)CCCC1.O=S1(=O)CCCC1.O=S1(=O)CCCC1.O=S1(=O)CCCC1.O=S1(=O)CCCC1.CC(C)=O.CC(C)=O.CC(C)=O.CC(C)=O

Geometry as XYZ:
```
128
Properties=species:S:1:pos:R:3:mulliken_charge:R:1
C 1.1789 -2.9938 8.4298 -1.309
C 1.1097 -1.5211 8.0747 0.520
C -0.1224 -0.9138 7.4207 -0.449
O -0.1048 0.4126 7.9644 -0.288
C 0.4627 0.3688 9.1668 0.648
O 0.3870 1.2716 10.0285 -0.591
O 1.1765 -0.7816 9.3062 -0.332
H 1.1362 -3.5762 7.5094 0.375
H 0.4135 -3.2371 9.1668 0.333
H 2.1244 -3.2149 8.9249 0.338
H 1.9029 -1.1518 7.4246 0.231
H -1.0792 -1.3058 7.7656 0.294
H -0.1609 -0.7243 6.3480 0.230
O -3.7209 0.5772 -0.5965 -0.639
S -2.5215 -0.1546 -0.9943 1.060
O -2.4353 -0.8548 -2.2595 -0.620
C -0.9744 0.8021 -0.6602 -0.729
C 0.0300 -0.0535 0.1587 -0.391
C -0.5248 -1.4526 0.1919 -0.655
C -2.1165 -1.3653 0.2986 -0.755
H -1.4725 1.6179 -0.1362 0.348
H -0.5571 1.3021 -1.5342 0.385
H 1.0276 -0.1162 -0.2759 0.294
H 0.0043 0.2633 1.2014 0.271
H -0.1796 -1.9801 1.0811 0.347
H -0.2578 -1.9459 -0.7427 0.341
H -2.5947 -0.9226 1.1723 0.341
H -2.7767 -2.1566 -0.0566 0.403
O 7.1802 -2.8205 1.7716 -0.617
S 6.1951 -2.7181 2.8156 1.025
O 4.8097 -2.2847 2.5417 -0.643
C 6.0768 -4.3074 3.7263 -0.601
C 6.9270 -4.1548 4.9762 -0.647
C 7.4313 -2.7105 5.0869 -0.718
C 6.7170 -1.6987 4.2680 -0.645
H 6.3151 -5.0718 2.9867 0.447
H 5.0080 -4.3011 3.9401 0.303
H 6.4546 -4.5081 5.8928 0.339
H 7.7573 -4.8610 4.9635 0.246
H 8.4865 -2.4912 4.9241 0.362
H 7.6322 -2.3395 6.0919 0.452
H 7.2674 -0.8528 3.8562 0.450
H 5.8026 -1.4345 4.7992 0.244
O 2.0677 6.6743 -7.2471 -0.643
S 0.6269 6.6385 -7.2147 1.117
O -0.1759 6.3630 -8.4315 -0.642
C 0.0975 5.6333 -5.8619 -0.628
C -1.1340 6.2157 -5.1399 -0.651
C -0.6731 7.7580 -5.0397 -0.735
C -0.0242 8.1911 -6.3749 -0.624
H 0.8299 5.5975 -5.0554 0.389
H -0.3137 4.7500 -6.3506 0.366
H -1.9867 6.1102 -5.8107 0.337
H -1.3289 5.7815 -4.1593 0.342
H 0.0862 7.7740 -4.2579 0.282
H -1.4394 8.3950 -4.5979 0.378
H 0.8283 8.8700 -6.3969 0.409
H -0.8253 8.5335 -7.0299 0.304
O -4.3858 -3.2991 -9.5380 -0.660
S -5.3823 -4.1691 -8.8514 1.089
O -5.4345 -5.5623 -9.2876 -0.633
C -5.1903 -4.1227 -7.0842 -0.605
C -6.4445 -3.5357 -6.3564 -0.649
C -7.5745 -3.8209 -7.3214 -0.667
C -7.0722 -3.4480 -8.7561 -0.678
H -4.2700 -3.5552 -6.9467 0.394
H -5.1750 -5.1204 -6.6455 0.325
H -6.6631 -3.7733 -5.3153 0.375
H -6.3548 -2.4529 -6.4445 0.255
H -8.5624 -3.3998 -7.1350 0.380
H -7.8899 -4.8639 -7.2959 0.328
H -7.0108 -2.3651 -8.8648 0.349
H -7.6623 -3.9430 -9.5274 0.396
O -4.2276 3.1414 3.9830 -0.633
S -5.0210 3.2455 5.1796 1.083
O -5.1525 2.0629 6.0379 -0.638
C -4.2408 4.6892 6.2011 -0.679
C -5.3522 5.8626 6.2184 -0.591
C -6.7041 5.2503 5.8382 -0.683
C -6.5862 4.0747 4.8687 -0.679
H -3.2949 4.9311 5.7163 0.364
H -4.0796 4.2558 7.1881 0.342
H -5.3834 6.5471 7.0662 0.372
H -5.1692 6.5655 5.4058 0.277
H -7.4890 5.9443 5.5377 0.384
H -7.1506 4.6779 6.6513 0.287
H -6.5846 4.4182 3.8342 0.350
H -7.4112 3.3676 4.7825 0.445
C 5.8576 3.2655 -4.1799 -1.095
C 7.1367 2.6784 -3.7035 0.816
C 6.8701 1.4850 -2.7890 -0.997
O 8.1813 2.8761 -4.2562 -0.534
H 5.4533 4.0001 -3.4835 0.274
H 5.0503 2.6198 -4.5255 0.332
H 6.1232 3.7951 -5.0949 0.327
H 6.3036 1.6491 -1.8724 0.333
H 7.8451 1.0542 -2.5612 0.296
H 6.2050 0.8331 -3.3553 0.249
C 3.9243 6.4188 1.1920 -1.011
C 2.4998 6.5136 0.7381 0.736
C 1.7039 7.5972 1.4333 -0.998
O 2.0701 5.8528 -0.2129 -0.576
H 3.9867 6.6911 2.2456 0.349
H 4.6920 6.9630 0.6418 0.272
H 4.2185 5.3693 1.1999 0.304
H 0.6248 7.5464 1.5789 0.332
H 1.8371 8.3900 0.6971 0.278
H 2.1038 8.0145 2.3575 0.313
C 4.2019 -5.9991 -2.2558 -1.012
C 3.8803 -5.6419 -3.6367 0.793
C 4.2772 -4.2284 -3.9977 -1.087
O 3.3234 -6.4638 -4.3629 -0.573
H 3.3708 -5.7200 -1.6082 0.254
H 5.0972 -5.4592 -1.9473 0.336
H 4.2355 -7.0791 -2.1122 0.331
H 4.3879 -3.6196 -3.1003 0.333
H 3.4605 -3.7375 -4.5269 0.328
H 5.2979 -4.1635 -4.3747 0.298
C -3.2535 -9.3642 1.3980 -1.059
C -3.9792 -8.0611 1.1253 0.719
C -5.0922 -8.1130 0.1375 -0.948
O -3.7727 -7.0251 1.7018 -0.546
H -2.6893 -9.5228 0.4790 0.296
H -3.8980 -10.1469 1.7982 0.316
H -2.4998 -9.3245 2.1844 0.322
H -5.0403 -7.1761 -0.4172 0.301
H -6.0133 -8.2499 0.7040 0.279
H -5.1127 -9.0443 -0.4285 0.321
```

***

(7)
Computed, not measured: a cluster of 2 separate species, CHF3S in total, with ωB97M-V with the def2-TZVPD basis set.

## Properties
highest occupied orbital energy (spin up / spin down): -10.30 / -9.07 eV
energy: -736.31859 Eh
HOMO-LUMO gap (spin up / spin down): 9.8 / 6.1 eV
energy above the lowest of the compared OMol25 structures with the same formula, charge and spin: 164.0 kJ/mol

Geometry as XYZ:
```
6
Properties=species:S:1:pos:R:3:mulliken_charge:R:1
C -0.2826 0.7672 0.8031 0.576
F 0.3047 1.6665 0.0831 -0.130
F 0.3660 0.6816 2.0146 -0.178
F 0.8711 -1.1433 -1.6018 -0.214
S -0.6430 -1.8094 -1.3934 0.119
H -0.6161 -0.1626 0.0946 -0.173
```

***

What did the fourth record say?
Computed, not measured: a structure of composition C5H8N2, with ωB97M-V with the def2-TZVPD basis set.

## Properties
highest occupied orbital energy: -8.72 eV
energy: -304.70942 Eh
HOMO-LUMO gap: 9.6 eV
energy above the lowest of the compared OMol25 structures with the same formula, charge and spin: 331.0 kJ/mol

Geometry as XYZ:
```
15
Properties=species:S:1:pos:R:3:mulliken_charge:R:1
C 0.8820 -0.5354 0.0844 -0.041
C -0.3112 -0.3336 -0.9743 -0.251
C -0.4292 -0.3616 0.9897 -0.001
C -0.7704 1.1168 0.6509 -0.603
C -0.8054 1.0819 -0.6743 -0.498
H 2.4623 0.3205 0.8636 0.268
H 2.6419 -0.0222 -0.7310 0.269
H 1.1185 -1.6427 0.2408 0.224
H -0.2756 -0.7644 -1.9843 0.430
H -0.9348 -2.0065 -0.0559 0.271
H -0.4254 -0.6119 2.1018 0.396
H -0.7251 1.9045 1.3992 0.361
H -0.9846 1.8412 -1.4316 0.362
N 1.9732 0.3676 -0.0697 -0.587
N -1.1550 -1.0571 -0.0534 -0.601
```

***

- Look up the energy above the lowest of the compared OMol25 structures with the same formula, charge and spin of the fourth one.
  331.0 kJ/mol

***

- Which of these has the lowest energy above the lowest of the compared OMol25 structures with the same formula, charge and spin?
  C19H17ClFN3O6S